# 1
Entry from the Open Molecules 2025 dataset: 8 unconnected molecules or ions with the total composition C38H62BF4O15 (ωB97M-V/def2-TZVPD).

Calculated values
Largest force on an atom   0.285 eV/A
Total charge   -1
Frontier orbital gap   6.4 eV

Last column: Mulliken charge in e.
Atoms and positions in Å:
C 2.13086 4.66265 -1.63066  -1.297
C 1.19848 5.77423 -2.13742  -0.182
C 0.07769 5.29086 -3.08917  -0.505
C 0.06344 5.92329 -4.50000  -0.443
C 0.37819 4.92180 -5.62042  -0.637
B 1.92811 4.36276 -5.54310  0.296
C 2.02187 2.73609 -5.35156  -0.862
C 1.23842 1.85604 -6.35190  -0.439
C 0.36232 0.82170 -5.65442  -0.387
O -0.65097 0.23996 -6.48341  -0.624
C 2.84156 4.86302 -6.79802  0.712
F 2.86607 6.25282 -6.92323  -0.392
F 4.18962 4.50078 -6.61499  -0.395
C 2.54988 4.31091 -8.19409  0.316
F 3.37277 4.85970 -9.14766  -0.342
F 1.27443 4.59070 -8.59133  -0.267
H 3.03044 4.59753 -2.24236  0.212
H 2.43861 4.82254 -0.59309  0.370
H 1.64719 3.68462 -1.68466  0.277
H 1.80428 6.51677 -2.66153  0.124
H 0.75236 6.27902 -1.27401  0.383
H -0.87792 5.49843 -2.60645  0.430
H 0.16224 4.20553 -3.19086  0.356
H -0.91020 6.39990 -4.66662  0.335
H 0.81659 6.72027 -4.54697  0.024
H -0.34368 4.09747 -5.53505  -0.067
H 0.17409 5.41451 -6.57712  0.382
H 2.49428 4.88494 -4.57947  -0.350
H 3.06756 2.40749 -5.31089  0.416
H 1.62389 2.54065 -4.34518  0.125
H 1.93222 1.32561 -7.01351  0.209
H 0.59360 2.46205 -7.00059  0.368
H 0.97387 -0.02741 -5.33771  0.383
H -0.09550 1.27730 -4.76801  0.116
H -1.18365 0.96539 -6.83173  0.297
H 2.69468 3.22948 -8.21308  0.098
O -2.73495 2.42164 -6.23048  -0.608
C -3.28312 1.76760 -5.39177  0.471
O -2.96076 1.85751 -4.08234  -0.309
C -3.66861 0.86690 -3.32691  -0.166
C -4.89646 0.51256 -4.16056  -0.416
C -4.36262 0.71729 -5.57464  -0.530
H -3.00957 0.00469 -3.20217  0.031
H -3.90165 1.28882 -2.35146  0.310
H -5.25923 -0.49144 -3.95200  0.260
H -5.69999 1.22199 -3.95432  0.290
H -3.87046 -0.17957 -5.95858  0.227
H -5.09486 1.05736 -6.30227  0.361
O -5.23455 -2.30936 -2.00557  -0.611
C -4.07134 -2.50759 -1.79288  0.432
O -3.15944 -2.54462 -2.79069  -0.368
C -1.85633 -2.87747 -2.27209  -0.452
C -1.91370 -2.51188 -0.79347  -0.444
C -3.38236 -2.75685 -0.46648  0.062
H -1.69615 -3.94726 -2.42537  0.318
H -1.11941 -2.32171 -2.84649  0.299
H -1.22558 -3.09252 -0.18521  0.286
H -1.67996 -1.45303 -0.66986  0.280
H -3.57318 -3.78912 -0.17579  -0.203
H -3.78455 -2.09640 0.29716  0.400
O -1.79094 7.94147 -2.42616  -0.566
C -1.17394 8.86379 -2.86453  0.524
O -1.73927 9.78696 -3.69297  -0.372
C -0.74028 10.69258 -4.18106  -0.447
C 0.39156 10.63783 -3.15884  -0.606
C 0.29158 9.19762 -2.67362  -0.071
H -0.41491 10.34805 -5.16535  0.270
H -1.20023 11.67381 -4.28090  0.325
H 1.35590 10.89812 -3.59046  0.334
H 0.18414 11.32803 -2.33851  0.277
H 0.85750 8.50491 -3.29882  -0.123
H 0.57955 9.03403 -1.63846  0.444
O -2.10369 -4.74979 1.62754  -0.593
C -2.71844 -5.70420 2.01372  0.629
O -2.11123 -6.87348 2.31382  -0.365
C -3.08999 -7.87060 2.66488  -0.450
C -4.32139 -7.08384 3.10092  -0.543
C -4.21097 -5.83265 2.23639  -0.529
H -3.28160 -8.48162 1.78037  0.269
H -2.65999 -8.49564 3.44310  0.320
H -5.24502 -7.64169 2.96531  0.328
H -4.23430 -6.81436 4.15413  0.286
H -4.68504 -5.95653 1.25957  0.302
H -4.59873 -4.92520 2.69170  0.348
O 0.06356 -2.44052 6.95597  -0.637
C 0.33753 -2.80854 5.84801  0.508
O -0.42473 -3.70494 5.18225  -0.347
C 0.18879 -4.04741 3.92088  0.580
C 1.11462 -2.88001 3.59942  -0.591
C 1.52598 -2.41900 4.99380  -0.073
H 0.74178 -4.98048 4.06261  0.115
H -0.60325 -4.21003 3.19677  -0.443
H 1.94757 -3.16824 2.96217  0.389
H 0.55396 -2.09328 3.09274  0.280
H 2.40234 -2.95689 5.36654  -0.116
H 1.71698 -1.35325 5.08783  0.370
O 3.37203 -5.07328 12.18076  -0.611
C 2.77858 -4.36730 11.41650  0.602
O 2.97375 -3.03108 11.36337  -0.372
C 2.07360 -2.42552 10.41303  -0.583
C 1.66645 -3.55104 9.47204  0.100
C 1.72234 -4.75916 10.40208  -0.318
H 1.22188 -2.01879 10.96281  0.275
H 2.60292 -1.61029 9.92727  0.343
H 0.70307 -3.38602 9.00020  0.353
H 2.41421 -3.65853 8.68434  -0.107
H 0.78219 -4.92121 10.93364  0.337
H 2.00358 -5.68075 9.89951  -0.029
O 4.65028 -4.18168 6.07714  -0.614
C 4.37985 -5.25847 6.52220  0.571
O 4.42713 -5.52741 7.84977  -0.348
C 4.15051 -6.91767 8.08997  -0.431
C 3.37632 -7.39032 6.86265  -0.439
C 3.96663 -6.50922 5.76859  -0.361
H 5.10083 -7.44206 8.20696  0.273
H 3.58576 -6.99719 9.01518  0.316
H 3.48237 -8.45882 6.68837  0.357
H 2.31513 -7.16756 6.98683  0.221
H 4.86647 -6.93943 5.32372  0.261
H 3.27986 -6.24912 4.96687  0.215

# 2
Entry from the Open Molecules 2025 dataset: 8 unconnected molecules or ions with the total composition C38H63BN2O16 (ωB97M-V/def2-TZVPD).

Calculated values
Largest force on an atom   8.177 eV/A
Total charge   0
Frontier orbital gap   9.3 eV

Last column: Mulliken charge in e.
Atoms and positions in Å:
C 2.61342 2.06490 2.74239  -0.520
C 1.68558 2.16211 1.39436  0.263
C 0.09307 1.84920 1.61792  0.155
C -0.24043 0.57423 2.59200  -0.602
C -0.35336 -0.87453 1.82345  0.079
C 1.03289 -1.39406 1.12030  0.448
B 0.61987 -2.12077 -0.29539  0.286
N -0.44481 -3.24139 -0.20564  -0.627
N 1.17524 -1.81243 -1.67296  0.456
C 2.68075 -1.93974 -1.74672  0.300
C 3.74249 -0.67321 -1.75493  -0.650
O 3.20461 -3.18430 -1.86020  -0.572
C 0.66493 -0.50600 -2.23896  0.131
C 0.14422 -0.44457 -3.82728  -0.941
O 0.63077 0.65301 -1.57431  -0.300
H 2.13020 2.66562 3.64110  0.258
H 3.70337 2.42375 2.47498  0.328
H 2.59887 0.91799 3.07039  -0.179
H 1.76440 3.28994 1.01232  0.307
H 2.15023 1.50646 0.52320  -0.508
H -0.44536 2.80395 2.07567  0.163
H -0.46704 1.63767 0.58524  -0.093
H -1.32302 0.78287 3.05062  0.273
H 0.47278 0.45611 3.51864  0.241
H -0.63754 -1.66939 2.66750  0.174
H -1.22460 -0.94042 1.03190  -0.322
H 1.88553 -0.59689 1.04388  -0.177
H 1.45860 -2.25847 1.82410  -0.210
H -1.40865 -2.82388 -0.25661  0.217
H -0.27011 -3.81461 -1.05990  0.255
H 4.16346 -0.59368 -2.86024  0.322
H 4.57923 -0.89341 -0.96143  0.204
H 3.24524 0.35483 -1.44699  0.115
H 0.28828 0.65270 -4.24527  0.269
H 0.79825 -1.14125 -4.53559  0.273
H -1.01429 -0.71003 -3.92104  0.221
O -3.62895 3.28840 1.90430  -0.649
C -3.15379 3.88525 0.95237  0.500
C -3.85123 4.14038 -0.34942  -0.054
C -2.70784 4.53733 -1.24859  -0.229
C -1.73101 5.15914 -0.28522  -0.417
O -1.91344 4.45589 0.94276  -0.335
H -4.56727 4.95626 -0.21739  0.313
H -4.35226 3.23966 -0.71147  -0.024
H -3.00139 5.21042 -2.05848  0.240
H -2.26548 3.63989 -1.69796  0.153
H -1.93552 6.22111 -0.11331  0.202
H -0.69685 5.04761 -0.62390  0.347
O 1.70669 -0.96181 3.78167  -0.370
C 2.63573 -1.18891 4.53897  0.256
C 3.55842 -2.36684 4.45363  -0.197
C 4.21864 -2.35058 5.80908  -0.548
C 4.19283 -0.88868 6.17115  -0.323
O 3.00759 -0.37198 5.56782  -0.399
H 4.27869 -2.19905 3.64811  -0.059
H 3.00197 -3.29250 4.28952  0.590
H 5.22539 -2.77674 5.81057  0.190
H 3.60906 -2.91999 6.52126  0.344
H 5.05466 -0.34560 5.76929  0.114
H 4.15172 -0.73713 7.25372  0.382
O -6.92671 1.26641 -3.28936  -0.647
C -6.36830 0.54471 -2.47973  0.324
C -7.04794 -0.45045 -1.58871  -0.029
C -5.97746 -0.74472 -0.56848  -0.477
C -4.70820 -0.52533 -1.34934  -0.162
O -5.01697 0.50290 -2.28912  -0.307
H -7.30636 -1.33686 -2.17464  0.210
H -7.93789 -0.02013 -1.12370  0.104
H -6.04895 -1.74605 -0.13560  0.352
H -6.04012 -0.01703 0.24978  0.244
H -4.39874 -1.42008 -1.89964  0.203
H -3.88435 -0.20199 -0.70641  0.167
O -0.49299 4.76362 -3.14319  -0.536
C -0.60439 5.70904 -3.90606  0.475
C 0.52381 6.37856 -4.63067  -0.416
C -0.11245 7.66796 -5.08458  -0.485
C -1.56043 7.28388 -5.24193  -0.464
O -1.79406 6.28203 -4.25325  -0.330
H 0.82613 5.75428 -5.47607  0.270
H 1.36834 6.56147 -3.96229  0.284
H 0.32696 8.07445 -5.99936  0.312
H -0.01272 8.42403 -4.29628  0.271
H -1.77267 6.85769 -6.22807  0.278
H -2.22863 8.13305 -5.07149  0.316
O -9.40228 -1.64497 -0.39726  -0.592
C -9.76207 -1.19665 0.67873  0.575
C -11.13336 -0.67768 0.98919  -0.420
C -10.90157 0.08220 2.27070  -0.491
C -9.74661 -0.66022 2.89022  -0.428
O -8.97229 -1.13739 1.79090  -0.332
H -11.81117 -1.52341 1.13448  0.265
H -11.49623 -0.02220 0.19415  0.264
H -11.78138 0.12711 2.91804  0.316
H -10.59960 1.11069 2.03823  0.271
H -10.07542 -1.51902 3.48478  0.271
H -9.13250 -0.00843 3.51844  0.316
O 6.90926 -8.08590 -3.74900  -0.593
C 6.03677 -7.24661 -3.89912  0.439
C 4.58881 -7.53489 -4.15693  -0.339
C 4.08110 -6.19939 -4.63869  -0.536
C 4.98873 -5.22690 -3.93201  -0.158
O 6.24135 -5.89947 -3.81220  -0.361
H 4.11237 -7.83759 -3.22035  0.252
H 4.47040 -8.30797 -4.91965  0.285
H 3.02183 -6.03160 -4.42671  0.324
H 4.22577 -6.12104 -5.72310  0.272
H 4.62916 -4.97674 -2.92836  0.133
H 5.11953 -4.30262 -4.50228  0.290
O 5.50275 -0.26968 3.41834  -0.505
C 6.49759 -0.97503 3.44915  0.335
C 7.82550 -0.63142 2.84520  -0.451
C 8.52272 -1.96826 2.83218  -0.566
C 7.90289 -2.67513 4.00907  -0.520
O 6.56594 -2.18233 4.08315  -0.153
H 8.33659 0.08781 3.49118  0.277
H 7.70771 -0.23055 1.83582  0.299
H 9.61143 -1.89463 2.89880  0.339
H 8.27566 -2.50221 1.90651  0.286
H 8.41344 -2.44280 4.94956  0.283
H 7.88882 -3.76033 3.87205  0.338

Which of these has the lowest frontier orbital gap?
C38H62BF4O15